1:
The following is a DFT calculation (the ωB97M-V functional and the def2-TZVPD basis) of a structure of composition C45H48N3O2SrTe.

The geometry in XYZ format:
```
100
Properties=species:S:1:pos:R:3:lowdin_charge:R:1
Sr -0.6380 -0.6748 0.1726 1.445
O 1.7309 1.9044 -0.0932 -0.111
C 2.8687 2.1304 0.7620 -0.226
C 2.4289 1.7078 2.1389 -0.162
C 2.3261 0.1736 2.2321 -0.137
C 1.3121 -0.2436 3.2661 -0.281
C 1.6259 -0.5138 4.5900 -0.011
C 0.6084 -0.8555 5.4667 -0.053
C -0.6995 -0.9122 5.0062 -0.057
C -0.9354 -0.6107 3.6787 -0.115
N 0.0460 -0.2702 2.8194 0.039
H 1.9823 2.0479 -1.0111 0.071
H 3.1604 3.1789 0.7516 0.119
H 3.7227 1.5338 0.4321 0.126
H 1.4400 2.1487 2.3058 0.117
H 3.1038 2.1019 2.9030 0.123
H 3.3021 -0.2682 2.4418 0.126
H 1.9915 -0.2050 1.2641 0.066
H 2.6580 -0.4659 4.9202 0.119
H 0.8331 -1.0831 6.5028 0.111
H -1.5201 -1.1846 5.6598 0.109
H -1.9486 -0.6373 3.2804 0.117
N -1.2765 1.8585 0.2441 -0.020
C -2.3442 2.6107 -0.3944 -0.234
C -2.5451 3.9093 0.0784 -0.057
C -3.4707 4.7674 -0.4864 -0.102
C -4.2005 4.3148 -1.5757 -0.095
C -4.0186 3.0161 -2.0284 -0.046
C -3.1284 2.0944 -1.4442 -0.104
C -3.0691 0.6868 -2.0263 -0.218
C -4.2097 0.2504 -2.7300 -0.079
C -4.1841 -0.9062 -3.4970 -0.107
C -3.0157 -1.6587 -3.5608 -0.112
C -1.9344 -1.3044 -2.7561 -0.168
C -1.9213 -0.1384 -1.9465 -0.212
H -0.4876 1.8213 -0.4060 0.040
H -0.9516 2.3903 1.0400 0.064
H -1.9354 4.2537 0.9122 0.105
H -3.5876 5.7784 -0.1066 0.100
H -4.9033 4.9694 -2.0828 0.100
H -4.5806 2.7040 -2.8991 0.099
H -5.1444 0.7994 -2.6693 0.095
H -5.0708 -1.2129 -4.0416 0.093
H -2.9674 -2.5439 -4.1969 0.094
H -1.0485 -1.9546 -2.7774 0.077
C 9.1217 -3.9598 -2.9682 -0.053
C 7.6977 -3.6780 -2.5446 -0.268
C 6.9653 -4.6067 -1.8139 -0.022
C 5.6547 -4.3555 -1.4114 -0.321
C 4.9367 -5.3979 -0.5831 -0.084
C 5.0514 -3.1411 -1.7602 -0.355
Te 3.0573 -2.6016 -0.9604 1.605
N 0.9040 -2.3722 -0.4775 -0.320
C -0.0571 -3.2096 -0.0913 -0.608
O -1.1768 -2.7838 0.4361 -0.308
C 0.0088 -4.7149 -0.2794 -0.164
C -1.0614 -5.3276 -0.9272 -0.019
C -1.0760 -6.7055 -1.1042 -0.074
C -0.0336 -7.4854 -0.6118 -0.093
C 1.0183 -6.8814 0.0637 -0.089
C 1.0399 -5.4984 0.2258 -0.071
C 2.2801 -2.3720 -2.9176 -0.351
C 1.7666 -1.1318 -3.3152 -0.302
C 1.7323 0.1056 -2.4373 -0.111
C 1.2208 -1.0073 -4.5965 -0.018
C 1.1604 -2.0745 -5.4759 -0.260
C 0.5450 -1.9322 -6.8481 -0.047
C 1.6600 -3.3035 -5.0482 -0.017
C 2.2114 -3.4849 -3.7890 -0.267
C 2.6738 -4.8784 -3.4167 -0.051
C 5.7758 -2.1754 -2.4833 -0.282
C 5.2201 -0.8166 -2.8864 -0.063
C 7.0875 -2.4706 -2.8628 -0.025
H 9.4378 -4.9570 -2.6573 0.071
H 9.8114 -3.2342 -2.5301 0.079
H 9.2282 -3.8944 -4.0540 0.079
H 7.4262 -5.5540 -1.5438 0.112
H 5.4738 -6.3479 -0.5988 0.077
H 3.9243 -5.5707 -0.9474 0.033
H 4.8587 -5.0792 0.4647 0.081
H -1.8773 -4.7115 -1.2900 0.120
H -1.9076 -7.1745 -1.6157 0.102
H -0.0488 -8.5621 -0.7431 0.100
H 1.8231 -7.4853 0.4680 0.102
H 1.8495 -5.0313 0.7688 0.089
H 2.1920 -0.0542 -1.4669 -0.003
H 0.6895 0.4058 -2.2752 0.054
H 2.2528 0.9348 -2.9325 0.095
H 0.8166 -0.0411 -4.8982 0.127
H 0.1777 -0.9183 -7.0119 0.074
H -0.2967 -2.6194 -6.9697 0.081
H 1.2726 -2.1623 -7.6315 0.079
H 1.5977 -4.1624 -5.7155 0.119
H 2.3557 -5.5962 -4.1735 0.080
H 2.2494 -5.1915 -2.4581 0.054
H 3.7594 -4.9291 -3.3342 0.072
H 4.4078 -0.4881 -2.2415 0.017
H 4.8314 -0.8415 -3.9088 0.093
H 6.0072 -0.0607 -2.8448 0.078
H 7.6493 -1.7218 -3.4197 0.120
```

**2S+1**: 2
**Orbital gap (spin up / spin down)**: 6.97 / 5.54 eV
**LUMO (spin up / spin down)**: 0.21 / -1.22 eV
**HOMO level (spin up / spin down)**: -6.8 / -6.8 eV


2:
The following is a DFT calculation (the ωB97M-V functional and the def2-TZVPD basis) of a structure of composition C45H48N3O2SrTe.

The geometry in XYZ format:
```
100
Properties=species:S:1:pos:R:3:lowdin_charge:R:1
Sr 2.0794 1.4265 -0.0332 1.447
O 4.4995 1.8858 -0.3923 -0.235
C 5.5764 1.1665 -0.9778 -0.231
C 6.3580 0.3748 0.0611 -0.160
C 5.4612 -0.4980 0.9581 -0.133
C 4.5884 -1.4552 0.1883 -0.288
C 5.0564 -2.7055 -0.1944 -0.016
C 4.2300 -3.5533 -0.9158 -0.045
C 2.9532 -3.1286 -1.2391 -0.032
C 2.5627 -1.8662 -0.8258 -0.111
N 3.3524 -1.0432 -0.1306 0.043
H 4.7824 2.5730 0.2377 0.070
H 6.2274 1.8439 -1.5352 0.125
H 5.1136 0.4923 -1.6992 0.122
H 6.9262 1.0619 0.6947 0.116
H 7.0930 -0.2418 -0.4632 0.119
H 4.8122 0.1473 1.5519 0.110
H 6.0857 -1.0516 1.6603 0.118
H 6.0580 -3.0054 0.0860 0.117
H 4.5803 -4.5329 -1.2149 0.111
H 2.2556 -3.7474 -1.7861 0.100
H 1.5700 -1.4912 -1.0581 0.077
N 3.6903 4.0484 1.5389 0.083
C 3.0012 4.6807 0.4646 -0.294
C 3.7575 5.2728 -0.5469 -0.054
C 3.1476 5.8664 -1.6365 -0.089
C 1.7623 5.8626 -1.7341 -0.081
C 1.0127 5.2852 -0.7262 -0.033
C 1.6015 4.6955 0.3961 -0.177
C 0.7387 4.1504 1.4871 -0.275
C -0.2104 5.0194 2.0385 -0.057
C -1.0706 4.5758 3.0294 -0.105
C -0.9775 3.2586 3.4600 -0.120
C -0.0286 2.4130 2.8964 -0.181
C 0.8697 2.8062 1.8915 -0.201
H 4.3765 4.6709 1.9467 0.096
H 3.0391 3.7264 2.2502 0.066
H 4.8406 5.2641 -0.4705 0.109
H 3.7517 6.3179 -2.4128 0.100
H 1.2714 6.2962 -2.5951 0.103
H -0.0682 5.2685 -0.7971 0.122
H -0.2666 6.0470 1.6933 0.108
H -1.8010 5.2480 3.4628 0.094
H -1.6464 2.8951 4.2334 0.091
H -0.0044 1.3848 3.2554 0.063
C -6.6334 -3.3464 3.4028 -0.054
C -5.4446 -2.7460 2.7046 -0.270
C -4.4344 -2.1166 3.4168 -0.021
C -3.3339 -1.5463 2.7827 -0.321
C -2.2966 -0.8597 3.6344 -0.096
C -3.2336 -1.6188 1.3852 -0.368
Te -1.4816 -0.7195 0.4617 1.605
N -0.0300 0.4211 -1.0177 -0.217
C -0.1520 1.5195 -1.7016 -0.693
O 0.9079 2.1475 -2.0550 -0.196
C -1.4691 2.1044 -2.1272 -0.169
C -2.5042 2.3407 -1.2306 -0.056
C -3.6926 2.9063 -1.6710 -0.079
C -3.8586 3.2231 -3.0116 -0.094
C -2.8215 2.9995 -3.9074 -0.084
C -1.6258 2.4567 -3.4640 -0.029
C -0.9259 -2.5039 -0.5628 -0.381
C -0.9894 -2.6219 -1.9565 -0.308
C -1.4232 -1.5215 -2.8858 -0.072
C -0.6487 -3.8440 -2.5427 -0.025
C -0.2651 -4.9454 -1.7970 -0.289
C 0.0721 -6.2569 -2.4517 -0.049
C -0.2113 -4.8060 -0.4154 -0.027
C -0.5314 -3.6092 0.2141 -0.297
C -0.4421 -3.5599 1.7153 -0.075
C -4.2654 -2.2145 0.6477 -0.289
C -4.2521 -2.2586 -0.8551 -0.058
C -5.3446 -2.7775 1.3204 -0.020
H -6.4606 -3.4321 4.4752 0.072
H -6.8592 -4.3401 3.0137 0.078
H -7.5232 -2.7301 3.2574 0.082
H -4.5011 -2.0653 4.4987 0.112
H -2.5612 -0.9376 4.6887 0.077
H -2.2099 0.2014 3.3896 0.057
H -1.3044 -1.2938 3.4981 0.052
H -2.3699 2.1105 -0.1813 0.082
H -4.4879 3.1011 -0.9628 0.103
H -4.7900 3.6543 -3.3561 0.099
H -2.9432 3.2573 -4.9519 0.100
H -0.7980 2.3067 -4.1454 0.117
H -2.1398 -0.8441 -2.4253 0.038
H -1.8701 -1.9487 -3.7839 0.084
H -0.5701 -0.9104 -3.1827 0.079
H -0.7092 -3.9308 -3.6228 0.117
H 0.0671 -6.1692 -3.5376 0.074
H -0.6478 -7.0285 -2.1729 0.083
H 1.0582 -6.6106 -2.1438 0.077
H 0.0871 -5.6526 0.1945 0.119
H 0.0284 -4.4660 2.0966 0.078
H -1.4313 -3.4743 2.1703 0.073
H 0.1415 -2.7003 2.0504 0.056
H -3.9429 -1.2988 -1.2711 0.056
H -5.2456 -2.4914 -1.2385 0.079
H -3.5588 -3.0147 -1.2290 0.080
H -6.1361 -3.2442 0.7420 0.117
```

**2S+1**: 2
**Orbital gap (spin up / spin down)**: 7.26 / 6.70 eV
**LUMO (spin up / spin down)**: 0.23 / -0.53 eV
**HOMO level (spin up / spin down)**: -7.0 / -7.2 eV


How do the energies compare? Relative to the most stable structure, in hartree: 1 0.0596; 2 0.0000.


1:
The following is a DFT calculation (the ωB97M-V functional and the def2-TZVPD basis) of the molecule C16H17ClN2O4S.

The geometry in XYZ format:
```
41
Properties=species:S:1:pos:R:3:lowdin_charge:R:1
C -5.8591 -3.2995 -0.2434 -0.085
O -4.9051 -2.7199 -1.1026 -0.081
C -4.3428 -1.5379 -0.7432 -0.279
C -3.3890 -1.0155 -1.6149 0.012
C -2.7568 0.1812 -1.3437 -0.005
C -3.0583 0.8980 -0.1913 -0.300
O -2.5044 2.0965 0.1767 -0.068
C -1.4971 2.6494 -0.6225 -0.113
C -0.2299 1.8557 -0.5915 -0.230
C 0.1704 0.7907 0.1611 0.081
C 1.4900 0.5295 -0.2970 -0.162
C 2.2929 -0.6204 0.1995 -0.394
O 1.7049 -1.5771 0.6779 0.072
N 3.6395 -0.5726 0.1200 -0.048
C 4.4142 0.5510 -0.3725 -0.213
C 5.7384 0.0898 -0.9529 -0.452
S 6.8596 -0.5236 0.3544 0.830
C 5.5864 -1.2276 1.4643 -0.449
C 4.3809 -1.6934 0.6746 -0.202
N 1.8151 1.3777 -1.2422 0.103
O 0.7582 2.1993 -1.4342 0.038
C -4.0143 0.3679 0.6756 -0.581
Cl -4.4034 1.2388 2.1116 0.729
C -4.6536 -0.8307 0.4142 -0.040
H -6.1572 -4.2306 -0.7223 0.094
H -5.4321 -3.5188 0.7399 0.097
H -6.7366 -2.6560 -0.1258 0.096
H -3.1497 -1.5692 -2.5078 0.122
H -2.0205 0.5453 -2.0416 0.117
H -1.3125 3.6432 -0.1980 0.150
H -1.8255 2.7812 -1.6639 0.145
H -0.3639 0.2565 0.9163 0.133
H 3.8356 1.0597 -1.1455 0.096
H 4.6070 1.2629 0.4423 0.130
H 6.2565 0.9239 -1.4220 0.074
H 5.5924 -0.6993 -1.6906 0.079
H 5.3088 -0.4720 2.2001 0.078
H 6.0583 -2.0655 1.9738 0.073
H 4.6993 -2.3695 -0.1281 0.130
H 3.6896 -2.2419 1.3219 0.123
H -5.3814 -1.1882 1.1231 0.102
```

**Structure (SMILES)**: COc1ccc(OCc2cc(C(=O)N3CCSCC3)no2)c(Cl)c1
**Orbital gap**: 8.98 eV
**LUMO**: 0.69 eV
**HOMO level**: -8.3 eV


2:
The following is a DFT calculation (the ωB97M-V functional and the def2-TZVPD basis) of a cluster of 2 separate species, C16H17ClN2O4S in total.

The geometry in XYZ format:
```
41
Properties=species:S:1:pos:R:3:lowdin_charge:R:1
O -8.3917 -2.2229 -0.2450 0.047
N -7.8397 -1.0961 -0.2167 -0.317
O -8.4745 -0.0192 -0.3206 0.049
C -6.4188 -1.0418 -0.0570 -0.157
C -5.7485 0.1984 -0.0034 0.014
C -4.3705 0.2417 0.2149 -0.043
C -3.6335 -0.9382 0.3836 -0.236
S -1.8645 -0.8113 0.8349 0.553
C -0.9410 -0.4916 -0.6038 -0.873
Cl 0.6311 0.0042 -0.5749 0.674
O -1.7793 0.3181 1.7333 -0.373
O -1.5593 -2.1401 1.3162 -0.372
C -4.2917 -2.1783 0.2877 -0.033
C -5.6724 -2.2323 0.0741 0.014
H -6.3301 1.1123 -0.1094 0.117
H -3.8800 1.2092 0.2785 0.117
H -1.2107 -1.0671 -1.4839 -0.001
H -3.7570 -3.1189 0.3987 0.114
H -6.2099 -3.1779 0.0258 0.117
C 2.5547 2.7552 -2.3239 -0.006
N 2.9918 1.5868 -1.5514 -0.186
C 3.5505 0.4698 -2.3184 -0.035
C 2.7976 1.5389 -0.2460 -0.112
C 3.6195 0.7912 0.6815 -0.202
C 4.9168 0.3141 0.3627 -0.025
C 5.5986 -0.5139 1.2430 -0.061
C 5.0718 -0.7833 2.5135 -0.042
C 3.8470 -0.2096 2.8928 -0.048
C 3.1305 0.5644 1.9921 -0.006
H 2.4638 2.4983 -3.3831 0.095
H 1.5899 3.1300 -1.9574 0.107
H 3.2829 3.5733 -2.2257 0.104
H 3.0848 0.4435 -3.3113 0.103
H 4.6291 0.6060 -2.4431 0.089
H 3.3645 -0.4765 -1.8051 0.099
H 2.0141 2.1942 0.1669 0.136
H 5.3970 0.6277 -0.5648 0.106
H 6.5639 -0.9337 0.9524 0.113
H 5.6243 -1.4035 3.2161 0.113
H 3.4604 -0.3566 3.9011 0.117
H 2.1884 1.0358 2.2750 0.129
```

**Orbital gap**: 3.69 eV
**LUMO**: -2.05 eV
**HOMO level**: -5.7 eV


How do the energies compare? Relative to the most stable structure, in hartree: 1 0.0000; 2 0.2209.